Record 1
C46H84N9O3RbS2 | ωB97M-V/def2-TZVPD

Last column: Löwdin charge in e.
Positions of all 145 atoms, in Å:
Rb 1.708 0.018 0.075  0.820
C -3.881 -6.082 -1.495  -0.054
C -4.251 -4.610 -1.270  -0.556
C -4.914 -4.500 0.104  -0.057
C -5.257 -4.178 -2.344  -0.039
C -3.021 -3.709 -1.374  -0.159
C -2.814 -2.653 -0.547  0.023
C -1.649 -1.834 -0.667  -0.179
N -1.345 -0.816 0.132  0.166
C -2.229 -0.120 0.852  -0.188
C -3.607 0.017 0.522  0.008
C -4.445 0.811 1.239  -0.164
C -3.915 1.466 2.396  0.038
C -2.610 1.417 2.782  -0.081
C -1.668 0.660 1.958  -0.306
O -0.434 0.662 2.172  -0.109
C -2.112 2.132 4.035  -0.531
C -3.240 2.895 4.731  -0.071
C -1.569 1.105 5.040  -0.029
C -1.018 3.152 3.684  -0.042
C -5.896 0.991 0.790  -0.556
C -6.599 -0.372 0.792  -0.046
C -6.677 1.938 1.700  -0.067
C -5.922 1.564 -0.632  -0.046
C -0.610 -2.177 -1.653  -0.280
O 0.445 -1.519 -1.673  -0.157
C -0.908 -3.250 -2.603  -0.070
C -2.064 -3.940 -2.418  0.024
C 0.005 -3.665 -3.769  -0.529
C -0.804 -3.601 -5.070  -0.048
C 1.263 -2.815 -3.982  -0.068
C 0.462 -5.112 -3.539  -0.043
H -4.756 -6.711 -1.317  0.083
H -3.092 -6.401 -0.813  0.093
H -3.547 -6.280 -2.512  0.072
H -5.743 -5.207 0.169  0.085
H -5.325 -3.507 0.287  0.067
H -4.208 -4.727 0.904  0.094
H -6.145 -4.813 -2.322  0.086
H -4.818 -4.246 -3.341  0.083
H -5.567 -3.145 -2.185  0.084
H -3.483 -2.454 0.276  0.103
H -3.955 -0.468 -0.381  0.110
H -4.598 2.052 2.991  0.082
H -4.050 2.233 5.042  0.087
H -3.662 3.677 4.098  0.088
H -2.844 3.375 5.627  0.085
H -2.363 0.423 5.350  0.091
H -1.200 1.616 5.931  0.086
H -0.759 0.519 4.618  0.062
H -1.398 3.885 2.968  0.087
H -0.143 2.663 3.261  0.062
H -0.714 3.693 4.583  0.085
H -6.585 -0.817 1.788  0.091
H -6.109 -1.068 0.110  0.064
H -7.639 -0.269 0.476  0.084
H -6.745 1.558 2.720  0.087
H -7.694 2.051 1.321  0.084
H -6.226 2.931 1.739  0.087
H -5.424 0.903 -1.342  0.077
H -5.421 2.533 -0.673  0.086
H -6.952 1.698 -0.967  0.083
H -2.277 -4.749 -3.106  0.099
H -1.153 -2.585 -5.261  0.091
H -1.676 -4.254 -5.044  0.074
H -0.181 -3.911 -5.911  0.084
H 1.017 -1.777 -4.210  0.082
H 1.795 -3.238 -4.841  0.083
H 1.928 -2.801 -3.125  0.071
H -0.383 -5.798 -3.464  0.077
H 1.041 -5.193 -2.618  0.091
H 1.091 -5.446 -4.367  0.084
C 2.196 -2.656 3.086  -0.201
C 1.457 -1.497 3.769  -0.203
N 1.974 -0.196 3.412  -0.090
C 3.131 0.296 4.105  -0.279
C 4.465 -0.340 3.690  -0.443
S 4.813 -0.436 1.905  0.864
C 4.859 -2.227 1.608  -0.456
C 3.587 -2.868 1.037  -0.285
N 2.388 -2.384 1.678  -0.140
H 1.648 -3.592 3.273  0.120
H 3.175 -2.792 3.546  0.095
H 1.464 -1.670 4.860  0.119
H 0.411 -1.513 3.452  0.112
H 1.229 0.477 3.324  0.060
H 3.063 0.169 5.202  0.118
H 3.187 1.372 3.928  0.101
H 4.554 -1.349 4.091  0.060
H 5.272 0.235 4.148  0.070
H 5.163 -2.703 2.542  0.067
H 5.678 -2.407 0.908  0.064
H 3.717 -3.963 1.109  0.119
H 3.517 -2.622 -0.024  0.085
H 1.557 -2.570 1.133  0.094
N -0.304 2.870 0.007  0.037
C -1.465 3.308 -0.770  -0.262
C -1.406 2.708 -2.169  -0.191
C -0.198 3.173 -3.002  -0.192
C 0.598 2.031 -3.618  -0.277
N 1.280 1.272 -2.568  -0.019
H -0.356 1.858 0.093  0.006
H -0.368 3.198 0.965  0.053
H -1.446 4.401 -0.839  0.116
H -2.416 3.028 -0.294  0.101
H -2.337 2.944 -2.690  0.109
H -1.408 1.615 -2.068  0.104
H 0.472 3.758 -2.368  0.093
H -0.539 3.833 -3.803  0.109
H 1.352 2.429 -4.303  0.105
H -0.081 1.401 -4.214  0.113
H 1.653 0.398 -2.929  0.022
H 0.580 0.966 -1.902  -0.030
C 2.952 3.837 -0.691  -0.185
N 3.581 2.757 0.081  -0.093
C 5.000 2.707 -0.282  -0.191
N 5.687 3.976 -0.019  -0.085
C 5.004 5.024 -0.782  -0.180
N 3.586 5.134 -0.439  -0.083
C 3.486 5.411 0.994  -0.175
N 4.127 4.378 1.813  -0.080
C 3.488 3.099 1.501  -0.189
C 5.533 4.285 1.404  -0.174
H 1.892 3.878 -0.433  0.094
H 3.029 3.587 -1.752  0.119
H 5.079 2.474 -1.347  0.102
H 5.484 1.913 0.291  0.090
H 5.089 4.798 -1.848  0.123
H 5.495 5.981 -0.587  0.122
H 2.430 5.473 1.267  0.126
H 3.960 6.373 1.208  0.123
H 2.431 3.148 1.780  0.126
H 3.967 2.308 2.081  0.088
H 6.020 3.501 1.990  0.126
H 6.024 5.237 1.616  0.123
C 6.098 -1.435 -2.736  -0.246
S 4.735 -0.297 -2.598  0.831
C 4.205 -0.333 -4.299  -0.239
O 3.673 -1.028 -1.826  -0.614
H 6.872 -1.008 -3.370  0.059
H 5.732 -2.380 -3.138  0.066
H 6.490 -1.579 -1.732  0.050
H 5.020 -0.005 -4.942  0.061
H 3.369 0.356 -4.396  0.041
H 3.888 -1.347 -4.540  0.057

Its energy relative to the best compared isomer or geometry (same formula, charge and spin) is 14.1 kcal per mole. Its net charge is 0. As for the HOMO energy: -6.40 eV. The HOMO-LUMO gap comes out at 5.5 eV. Its LUMO energy is -0.91 eV.



Record 2
C46H91NO11 | ωB97M-V/def2-TZVPD

Last column: Löwdin charge in e.
Positions of all 149 atoms, in Å:
C -2.621 0.204 2.678  0.014
C -1.032 -0.060 2.477  -0.383
O -0.741 -1.186 1.968  -0.002
O -0.061 0.926 2.802  -0.074
C 0.816 0.468 3.894  -0.143
C 0.022 0.360 5.284  -0.156
C 0.443 1.442 6.400  -0.192
C 0.974 2.837 5.818  -0.152
C -0.098 3.667 4.986  -0.093
C -1.447 3.307 4.766  0.058
C -2.477 4.192 3.861  -0.241
O -3.748 4.069 3.958  0.004
C -1.824 5.195 2.805  -0.036
C -2.602 5.764 1.566  0.058
C -1.906 6.723 0.534  -0.131
C -2.748 7.263 -0.719  -0.164
C -2.699 8.890 -0.853  -0.278
N -1.347 9.418 -1.212  -0.047
C -0.405 7.079 0.815  -0.010
C 0.387 6.563 2.050  0.014
C -0.345 5.619 3.034  -0.050
C 0.392 5.052 4.334  -0.230
O 1.328 5.757 4.820  0.031
H -3.210 -0.754 2.421  0.098
H -2.980 1.058 1.985  0.102
H -2.821 0.439 3.783  0.073
H 1.120 -0.611 3.600  0.126
H 1.785 1.063 3.931  0.128
H -1.116 0.388 5.192  0.090
H 0.275 -0.680 5.725  0.123
H -0.522 1.685 6.995  0.116
H 1.152 0.976 7.186  0.120
H 1.248 3.489 6.736  0.134
H 1.972 2.717 5.245  0.122
H -1.880 2.356 5.224  0.109
H -3.694 5.476 1.366  0.110
H -3.874 7.023 -0.589  0.114
H -2.400 6.750 -1.697  0.117
H -3.121 9.400 0.095  0.124
H -3.436 9.168 -1.703  0.109
H -0.866 9.599 -0.306  0.057
H -0.797 8.646 -1.640  0.062
H 0.178 7.749 0.088  0.082
H 1.478 6.826 2.275  0.111
C 1.103 -3.855 2.110  -0.079
C 1.367 -4.823 0.972  -0.276
O 1.857 -6.089 1.402  -0.163
C 1.010 -6.829 2.270  -0.281
C -0.342 -7.161 1.664  -0.083
H 2.011 -3.700 2.700  0.084
H 0.770 -2.891 1.718  0.047
H 0.331 -4.223 2.789  0.070
H 2.136 -4.401 0.319  0.116
H 0.475 -4.956 0.350  0.105
H 0.896 -6.304 3.225  0.105
H 1.534 -7.762 2.494  0.116
H -0.917 -6.262 1.431  0.066
H -0.933 -7.766 2.357  0.077
H -0.217 -7.719 0.731  0.078
C -2.054 2.767 -4.660  -0.074
C -1.490 4.153 -4.399  -0.275
O -1.125 4.371 -3.040  -0.176
C -0.128 3.507 -2.508  -0.272
C 1.198 3.578 -3.244  -0.071
H -2.925 2.582 -4.025  0.081
H -2.355 2.671 -5.706  0.078
H -1.324 1.983 -4.449  0.059
H -2.256 4.897 -4.636  0.115
H -0.641 4.365 -5.057  0.107
H -0.501 2.478 -2.469  0.092
H 0.028 3.817 -1.471  0.116
H 1.104 3.266 -4.286  0.060
H 1.935 2.928 -2.766  0.078
H 1.581 4.603 -3.243  0.080
C 4.131 3.732 -8.329  -0.082
C 3.803 3.269 -6.920  -0.280
O 2.569 2.568 -6.826  -0.171
C 2.460 1.377 -7.594  -0.274
C 3.492 0.323 -7.233  -0.078
H 3.332 4.369 -8.719  0.082
H 5.066 4.300 -8.334  0.077
H 4.247 2.893 -9.017  0.065
H 3.710 4.146 -6.273  0.117
H 4.615 2.663 -6.503  0.105
H 2.493 1.612 -8.663  0.105
H 1.462 0.974 -7.399  0.119
H 4.511 0.669 -7.419  0.066
H 3.334 -0.583 -7.822  0.082
H 3.423 0.068 -6.171  0.065
C -0.127 -0.404 -0.769  -0.069
C -0.674 -0.724 -2.149  -0.267
O 0.198 -0.348 -3.210  -0.174
C 1.480 -0.961 -3.220  -0.270
C 1.432 -2.474 -3.325  -0.066
H 0.095 0.664 -0.683  0.082
H -0.855 -0.674 0.000  0.052
H 0.796 -0.948 -0.560  0.073
H -1.601 -0.164 -2.300  0.115
H -0.938 -1.784 -2.234  0.108
H 2.057 -0.644 -2.345  0.108
H 2.006 -0.564 -4.093  0.109
H 0.927 -2.927 -2.469  0.061
H 2.444 -2.885 -3.371  0.061
H 0.887 -2.778 -4.224  0.086
C -4.024 5.484 8.565  -0.077
C -3.796 4.376 7.552  -0.281
O -3.784 3.077 8.137  -0.170
C -4.972 2.678 8.807  -0.282
C -6.197 2.650 7.909  -0.080
H -3.261 5.451 9.347  0.083
H -3.983 6.460 8.075  0.080
H -4.996 5.397 9.054  0.065
H -2.819 4.515 7.083  0.106
H -4.531 4.417 6.742  0.101
H -5.142 3.310 9.685  0.105
H -4.790 1.669 9.186  0.117
H -6.434 3.639 7.511  0.067
H -7.069 2.296 8.465  0.077
H -6.030 1.986 7.056  0.082
C -3.887 -12.188 -0.297  -0.083
C -3.322 -10.816 0.025  -0.280
O -2.954 -10.658 1.390  -0.166
C -1.956 -11.545 1.879  -0.280
C -0.633 -11.439 1.141  -0.076
H -4.757 -12.401 0.331  0.082
H -4.191 -12.237 -1.346  0.078
H -3.157 -12.981 -0.124  0.064
H -4.088 -10.062 -0.177  0.118
H -2.474 -10.574 -0.625  0.105
H -2.329 -12.574 1.873  0.105
H -1.796 -11.283 2.928  0.118
H -0.731 -11.703 0.086  0.067
H 0.107 -12.109 1.586  0.079
H -0.251 -10.415 1.187  0.067
C 5.133 -4.462 -4.644  -0.076
C 4.901 -3.448 -5.749  -0.275
O 4.907 -2.099 -5.292  -0.184
C 6.107 -1.646 -4.680  -0.277
C 7.320 -1.716 -5.592  -0.079
H 4.380 -4.352 -3.858  0.069
H 5.075 -5.478 -5.043  0.080
H 6.112 -4.341 -4.177  0.067
H 3.914 -3.622 -6.187  0.119
H 5.625 -3.574 -6.561  0.106
H 6.284 -2.191 -3.747  0.106
H 5.938 -0.603 -4.399  0.118
H 7.544 -2.740 -5.895  0.066
H 8.202 -1.317 -5.085  0.078
H 7.146 -1.136 -6.503  0.080

Its energy relative to the best compared isomer or geometry (same formula, charge and spin) is 46.0 kcal per mole. Its net charge is 0. As for the HOMO energy: -9.00 eV. The HOMO-LUMO gap comes out at 7.8 eV. Its LUMO energy is -1.23 eV.